(1)
{
  "formula": "C18H40LiN6O12",
  "method": "the ωB97M-V functional and the def2-TZVPD basis",
  "e_lumo_ha": 0.075,
  "orbital_gap_ev": 7.5,
  "spin_multiplicity": 1,
  "charge": -1,
  "elements": ["H", "H", "O", "C", "H", "H", "H", "H", "O", "C", "C", "H", "H", "H", "C", "C", "O", "C", "O", "N", "C", "C", "O", "N", "C", "H", "C", "H", "O", "H", "H", "H", "O", "H", "H", "H", "C", "C", "H", "O", "H", "N", "H", "H", "C", "H", "H", "H", "N", "H", "H", "H", "C", "H", "H", "N", "H", "Li", "H", "O", "H", "C", "H", "O", "H", "N", "O", "H", "H", "H", "H", "C", "H", "H", "O", "C", "C"],
  "coordinates": [[-5.162, 0.317, 6.772], [2.022, -0.851, -4.759], [1.487, -0.584, 2.457], [0.363, 2.816, 3.231], [-2.729, 1.843, 2.066], [0.321, -0.110, -2.378], [-0.902, 4.601, 0.981], [-4.753, 0.261, 5.095], [2.416, 0.819, 1.106], [3.227, -0.855, -2.089], [0.675, 3.835, 2.143], [1.113, -2.020, -1.305], [3.856, -2.087, -4.483], [4.244, -0.731, -2.456], [-1.650, 2.234, 4.623], [1.139, 0.101, -3.033], [-2.900, -0.391, 0.541], [3.402, -2.736, -3.733], [-1.402, 1.606, -1.067], [-1.417, 2.737, -1.605], [2.663, -3.825, -4.479], [2.437, 0.481, -2.289], [0.525, -0.127, 0.572], [-3.786, -0.720, 1.369], [3.456, -4.407, -5.689], [2.376, -3.262, -1.345], [-4.328, 0.467, 6.084], [1.610, 4.330, 2.409], [-3.712, -0.335, 2.557], [-3.664, -0.393, 6.203], [-2.665, 4.090, 2.858], [-1.093, 2.844, 5.339], [-1.997, -2.906, -3.611], [2.307, -6.318, -6.023], [-1.354, 1.194, 4.752], [2.480, -4.689, -3.837], [-1.665, 1.767, 2.233], [-1.596, 4.133, 3.040], [3.118, -3.906, -6.596], [-1.483, -2.002, -1.699], [0.888, -3.355, -2.377], [2.495, -1.880, -2.895], [-3.805, 2.186, 4.010], [3.909, -6.302, -6.662], [3.308, -5.923, -5.835], [-4.503, 2.543, 6.368], [-3.067, 1.890, 7.038], [0.773, 0.962, -3.593], [-1.137, 2.718, 3.301], [-3.266, 3.508, 4.889], [0.685, -1.746, -4.018], [4.148, -3.161, -3.064], [-0.591, 4.697, 2.023], [3.269, -1.019, -1.014], [-1.445, 4.695, 3.965], [1.476, 0.031, 1.372], [4.526, -4.207, -5.587], [-1.238, -0.253, -0.440], [-0.989, 1.900, 1.391], [-1.072, 2.849, -2.794], [1.698, -3.534, -4.891], [-3.699, 1.831, 6.147], [-0.374, 5.759, 2.131], [-0.894, -4.061, -2.141], [-1.371, 0.800, 2.634], [-1.472, -2.992, -2.474], [-1.740, 3.739, -0.944], [2.106, 0.970, -1.372], [0.748, 1.811, 3.044], [0.930, 3.337, 1.208], [0.726, 3.053, 4.232], [1.658, -2.711, -1.951], [3.106, 1.174, -2.798], [3.596, -6.413, -4.902], [-4.754, -1.413, 0.997], [-3.161, 2.417, 4.861], [1.555, -1.122, -3.814]]
}

---

(2)
{
  "formula": "C18H40N2O5",
  "method": "the ωB97M-V functional and the def2-TZVPD basis",
  "e_lumo_ha": 0.019,
  "orbital_gap_ev": 9.5,
  "spin_multiplicity": 1,
  "smiles": "CCCCCC[C@H]1OC(=O)O[C@@H]1C.COC[C@@H](C)N.COC[C@@H](C)N",
  "elements": ["C", "H", "H", "H", "H", "H", "H", "H", "H", "H", "H", "H", "H", "H", "H", "O", "H", "H", "H", "H", "H", "H", "H", "H", "H", "H", "H", "O", "H", "H", "N", "N", "C", "H", "C", "C", "H", "C", "C", "O", "H", "C", "H", "C", "H", "C", "C", "C", "C", "H", "O", "C", "H", "H", "H", "C", "C", "O", "H", "H", "C", "C", "H", "H", "C"],
  "coordinates": [[-0.588, -2.045, 0.583], [-0.493, -7.000, 2.234], [-2.651, 1.477, 0.415], [3.434, -0.468, -2.605], [-1.740, -8.124, 2.747], [-0.298, -6.433, 0.078], [-0.477, 7.832, 0.412], [3.219, 1.349, -2.225], [-0.510, 6.834, -1.915], [1.122, -1.504, -2.734], [-3.190, 7.234, -0.842], [-2.725, 4.932, -1.135], [-2.977, 0.932, -1.394], [-2.440, -4.600, 1.029], [-3.951, -6.606, 1.356], [0.034, -2.492, 1.566], [-1.888, 6.753, -2.733], [0.766, 4.245, 0.631], [-1.509, -1.062, -2.275], [-2.331, -6.045, 3.712], [7.421, 0.715, 0.738], [-1.880, 8.872, 0.251], [-1.014, -4.577, 2.077], [-4.144, -7.237, 2.818], [-1.125, -7.450, -1.117], [-1.929, 7.509, 1.372], [5.844, 1.261, -1.664], [-0.287, -2.231, -0.822], [-1.562, 2.080, -0.931], [-0.449, 0.392, 0.436], [-3.878, -6.374, 2.346], [-1.435, 7.261, -1.975], [-2.138, 6.957, -0.720], [1.322, 1.038, -0.732], [-2.094, -4.735, 2.057], [-1.199, -0.076, -0.296], [3.591, 0.590, 0.401], [-1.267, -6.843, -0.220], [0.668, -0.532, -2.299], [-0.805, 4.853, -0.522], [0.447, 0.150, -3.188], [1.690, 0.073, -1.221], [-0.512, 5.077, 1.538], [-2.460, -6.103, 2.626], [-2.530, 5.232, 0.583], [0.044, 5.063, 0.596], [6.690, 0.062, 0.147], [-2.182, 1.161, -0.594], [-0.669, -0.979, -1.504], [-2.556, -3.942, 2.651], [-1.830, -7.668, 0.786], [4.174, 0.133, -0.490], [5.431, 1.900, 0.058], [4.314, -0.996, -0.321], [-1.959, -6.038, -0.476], [-2.096, 5.448, -0.401], [-1.556, -7.245, 2.118], [-1.734, -1.177, 0.535], [7.193, -0.639, -0.600], [1.770, -0.712, -0.373], [5.549, 0.960, -0.605], [3.196, 0.287, -1.769], [0.606, 5.990, 0.470], [6.105, -0.549, 0.939], [-1.569, 7.834, 0.391]]
}

---

(3)
{
  "formula": "C18H41BCl2F4N2O7P2",
  "method": "the ωB97M-V functional and the def2-TZVPD basis",
  "e_lumo_ha": 0.012,
  "orbital_gap_ev": 8.9,
  "spin_multiplicity": 1,
  "smiles": "COB(O)[C@@](COC(F)(F)F)([C@H](F)O[C@@H]([PH2]=N)[C@H](Cl)[C@H](C)Cl)N(CCCO)P(C)C.CCO.CCO",
  "elements": ["C", "F", "P", "O", "O", "H", "H", "H", "C", "F", "H", "H", "H", "P", "H", "C", "C", "H", "O", "H", "H", "O", "C", "C", "O", "H", "O", "H", "H", "Cl", "F", "H", "C", "H", "H", "C", "N", "C", "H", "H", "H", "H", "H", "C", "Cl", "H", "C", "C", "H", "C", "C", "C", "O", "F", "H", "H", "C", "H", "B", "H", "H", "H", "N", "H", "H", "C", "C", "H", "H", "H", "H", "H", "H", "H", "H", "H", "H"],
  "coordinates": [[-2.311, 1.194, 2.978], [1.060, 0.765, 1.681], [-3.399, 0.812, 0.330], [-0.794, -2.746, 0.162], [-5.119, 3.287, -1.796], [-4.034, 3.331, 5.075], [2.002, 1.483, -0.971], [0.835, -6.043, 0.379], [0.694, -0.611, -0.260], [-1.516, 0.054, -3.675], [1.704, -7.295, 1.278], [3.309, 0.602, -1.716], [5.864, 0.436, 1.184], [2.725, -1.983, -1.211], [2.187, -2.376, -3.527], [0.174, 0.516, 0.647], [-0.122, -0.563, -1.552], [-3.717, 1.864, -1.516], [1.204, -2.601, 1.404], [0.653, -3.039, 3.346], [2.361, -0.644, -3.261], [1.550, -5.524, 2.244], [-3.140, 2.991, 4.561], [-6.247, 5.153, -2.888], [0.089, 0.692, -2.232], [5.256, 1.279, -1.323], [6.218, 0.914, 0.433], [3.098, -6.418, -0.623], [5.091, -1.260, -1.354], [-2.595, -0.475, 3.551], [0.479, 0.426, -4.412], [-4.400, 4.214, -3.498], [3.758, 1.247, 0.277], [-1.183, -0.619, -1.302], [2.980, -4.788, 0.064], [5.158, 1.560, -0.270], [-3.020, 1.222, -1.137], [4.509, -1.970, -0.764], [-2.602, 2.345, 5.258], [3.842, 0.482, 1.053], [-4.287, 5.124, -1.989], [3.364, 2.139, 0.765], [-4.564, 1.427, 0.823], [2.983, -5.854, 0.305], [-5.059, 1.375, 3.591], [-1.562, -2.167, 0.125], [-4.929, 4.470, -2.576], [2.793, -1.617, -3.031], [-2.496, 3.839, 4.324], [1.701, -6.236, 1.023], [2.752, 0.718, -0.782], [-0.422, 0.798, -3.472], [-1.043, 0.128, 1.199], [-0.724, 2.086, -3.707], [-6.087, 6.063, -3.467], [-1.452, 1.551, 3.542], [0.980, -2.174, 2.763], [-6.899, 4.490, -3.462], [0.350, -2.042, 0.476], [4.919, -2.975, -0.816], [0.230, -1.391, 2.847], [3.807, -1.693, -3.423], [2.150, -0.578, -0.392], [-5.678, 2.689, -2.303], [1.539, -4.588, 2.017], [-1.968, 1.173, 1.464], [-3.476, 2.183, 3.300], [-6.770, 5.410, -1.966], [3.847, -6.049, 0.943], [-3.552, -0.581, 0.498], [0.079, 1.448, 0.081], [1.935, -1.844, 3.170], [-3.636, 2.861, 2.465], [0.080, -1.416, -2.201], [5.356, 2.635, -0.223], [4.573, -1.635, 0.273], [-1.553, 2.155, 1.234]]
}

---

(4)
{
  "formula": "C18H41IrN2O2P3",
  "method": "the ωB97M-V functional and the def2-TZVPD basis",
  "e_lumo_ha": [-0.298, -0.444],
  "orbital_gap_ev": [7.5, 4.8],
  "spin_multiplicity": 5,
  "charge": 3,
  "elements": ["C", "H", "H", "C", "H", "H", "H", "H", "C", "H", "H", "P", "C", "H", "C", "C", "C", "Ir", "C", "C", "H", "H", "N", "P", "H", "C", "H", "C", "H", "H", "H", "C", "H", "H", "H", "H", "H", "C", "H", "H", "H", "N", "H", "H", "H", "C", "H", "H", "O", "H", "H", "C", "H", "H", "H", "P", "H", "H", "H", "H", "O", "C", "C", "H", "C", "H", "H"],
  "coordinates": [[3.446, -0.027, 2.510], [2.010, 3.415, 1.464], [0.083, -1.713, 2.686], [0.237, -1.832, 1.613], [2.292, 1.994, 4.414], [4.008, -0.235, 1.593], [3.195, 2.453, 0.551], [3.906, 0.620, -0.566], [-0.013, 2.986, -0.927], [2.763, 1.570, -1.575], [-0.057, -1.468, -2.180], [1.803, -0.573, -0.921], [-1.233, -2.195, -4.538], [0.656, 2.222, 3.731], [3.153, 0.565, -1.366], [-1.597, -0.084, 4.793], [2.595, -2.195, -0.624], [0.462, 0.120, 0.745], [1.491, 1.523, 3.821], [2.747, 2.608, 1.536], [1.119, 0.639, 4.355], [0.292, 2.493, -1.857], [-2.247, 0.625, 5.770], [-0.861, 1.821, 0.182], [-0.237, -2.109, -4.113], [0.802, -0.823, -2.411], [-1.833, -1.341, 1.209], [-1.444, 2.834, 1.574], [-2.164, 3.567, 1.186], [3.127, -0.981, 2.947], [-0.614, 3.376, 2.043], [-2.104, -1.101, -4.499], [-1.869, 0.691, 6.705], [3.630, 0.168, -2.273], [-4.521, -2.275, -6.592], [-2.143, 0.578, -1.498], [1.837, -2.986, -0.566], [-3.627, -2.253, -5.963], [-3.778, -0.122, -5.504], [-0.197, -1.609, 4.742], [-1.931, 2.197, 2.324], [-0.432, -0.744, 5.228], [-3.190, 0.943, 5.583], [1.015, -2.531, 1.313], [3.166, -2.169, 0.313], [-3.232, -1.056, -5.351], [3.277, -2.418, -1.456], [3.533, 2.921, 2.236], [-1.862, -0.186, -3.493], [1.430, -1.307, -3.170], [-2.959, 2.081, -0.976], [-2.900, -3.435, -5.765], [-1.098, -4.302, -4.913], [-0.186, -0.743, 6.215], [-0.704, 3.803, -1.168], [2.010, 1.055, 2.151], [-3.257, -4.375, -6.182], [4.115, 0.466, 3.230], [0.422, 0.126, -2.812], [-2.396, 0.624, -3.601], [-1.964, -0.070, 3.617], [-2.371, 1.219, -0.634], [-1.695, -3.402, -5.060], [-2.974, 0.643, 0.080], [-0.877, -1.599, 0.750], [-0.926, -2.093, -0.221], [0.873, 3.407, -0.436]]
}

---

(5)
{
  "formula": "C18H41N5O9S",
  "method": "the ωB97M-V functional and the def2-TZVPD basis",
  "e_lumo_ha": 0.011,
  "orbital_gap_ev": 9.1,
  "spin_multiplicity": 1,
  "smiles": "CCOOC(=O)OS.CNC(C)=O.CNC(C)=O.CNC(C)=O.CNC(C)=O.CNC(C)=O",
  "elements": ["C", "C", "H", "O", "H", "H", "H", "H", "C", "H", "H", "C", "H", "N", "H", "O", "H", "H", "H", "C", "H", "O", "H", "H", "H", "H", "H", "H", "O", "H", "C", "O", "H", "C", "H", "O", "H", "C", "H", "N", "H", "C", "H", "O", "H", "N", "S", "O", "H", "H", "C", "H", "N", "O", "C", "H", "H", "H", "C", "H", "H", "C", "H", "C", "H", "H", "C", "H", "N", "H", "H", "C", "C", "C"],
  "coordinates": [[2.757, -3.561, -3.902], [1.480, 3.741, -5.905], [2.917, 2.596, -6.983], [-0.499, -2.207, -3.120], [-2.602, -0.937, -2.616], [3.032, 4.341, -7.255], [-4.306, 0.154, 5.835], [1.018, -4.629, 3.621], [0.694, -2.441, -2.968], [4.234, -1.835, 4.004], [-5.166, 1.670, 5.420], [3.386, 1.641, 5.878], [0.183, -1.804, 1.399], [-3.291, 1.138, 3.460], [-0.510, -2.914, 4.110], [1.926, -1.534, 4.964], [-1.446, -1.673, 3.242], [2.814, -4.652, -3.920], [-3.629, -2.064, -4.592], [2.077, 6.043, -5.054], [0.780, -3.477, -4.667], [-4.119, 0.445, -2.207], [2.927, 2.515, 5.410], [0.268, 4.946, -4.885], [4.374, 1.481, 5.453], [-2.530, 1.403, 2.850], [3.221, -3.164, -4.807], [-4.813, -2.193, -3.212], [0.918, -3.919, 0.611], [3.610, 3.623, -5.718], [-4.328, -1.447, -3.919], [-2.090, 1.042, -0.407], [1.859, -2.781, -1.207], [-4.381, 0.366, 2.900], [4.362, -0.094, 3.712], [-2.145, 2.223, 5.047], [-5.145, 0.135, 3.639], [2.850, 3.571, -6.501], [2.183, 6.207, -3.979], [1.206, 4.905, -5.258], [0.199, -1.313, 3.812], [4.166, -0.853, 4.472], [4.916, -0.796, 5.265], [0.621, 2.872, -5.988], [2.270, -1.282, -2.101], [0.087, -2.499, 2.126], [-0.119, 1.510, -2.643], [-3.558, 1.685, -2.152], [0.794, -1.372, -1.129], [-2.964, 0.305, -4.002], [-0.448, -2.088, 3.406], [-5.109, -1.000, -4.628], [1.362, -3.178, -3.898], [-1.298, 2.546, -1.937], [-3.137, 1.575, 4.738], [-4.824, 0.942, 2.086], [3.477, 1.818, 6.952], [-3.971, -0.563, 2.499], [0.397, -4.854, 2.751], [0.078, 1.924, -3.960], [1.568, 0.555, 6.036], [0.493, -3.740, 1.745], [3.289, -3.187, -3.030], [2.789, -0.669, 5.047], [3.061, 5.893, -5.494], [-3.950, 1.653, 6.706], [-4.213, 1.237, 5.734], [0.755, -5.780, 2.302], [2.512, 0.505, 5.677], [1.609, 6.921, -5.504], [-0.642, -4.998, 3.056], [-2.334, 1.678, -1.438], [1.460, -1.940, -1.777], [-3.412, -0.364, -3.200]]
}

---

(6)
{
  "formula": "C18H42ClIN5O6S",
  "method": "the ωB97M-V functional and the def2-TZVPD basis",
  "e_lumo_ha": -0.219,
  "orbital_gap_ev": 4.5,
  "spin_multiplicity": 1,
  "charge": 1,
  "elements": ["H", "C", "H", "C", "H", "Cl", "C", "C", "C", "H", "C", "H", "O", "H", "H", "N", "H", "H", "S", "H", "H", "O", "H", "H", "H", "H", "H", "H", "H", "C", "H", "O", "H", "O", "C", "H", "H", "H", "N", "H", "H", "C", "H", "C", "C", "H", "H", "H", "H", "H", "H", "H", "N", "H", "C", "H", "H", "C", "H", "O", "H", "N", "C", "C", "O", "H", "H", "C", "I", "H", "N", "C", "C", "H"],
  "coordinates": [[-1.542, 3.543, -2.085], [0.806, 8.420, -2.240], [-0.404, 10.035, -3.791], [2.134, 4.026, -6.812], [-2.201, -6.353, 6.320], [-1.115, 0.051, 7.131], [0.983, 3.835, -2.583], [-2.130, -0.930, 4.263], [0.895, -7.052, 6.399], [-2.910, -1.759, 3.959], [-1.502, -6.871, 6.984], [-2.017, -7.693, 7.489], [-1.544, -2.971, 6.356], [-0.860, 8.760, -4.959], [-2.207, -6.917, -1.100], [-2.119, -7.521, 0.886], [1.978, 2.958, -6.987], [-0.381, -6.724, 1.692], [-0.980, -1.492, 5.670], [-1.129, -6.167, 7.732], [1.076, 1.656, -0.232], [-1.790, -7.024, 3.123], [-2.737, 0.007, 4.658], [1.049, 3.245, 0.568], [-3.917, -8.328, 0.159], [-0.198, 8.448, -1.806], [-4.068, -7.194, 1.534], [-0.168, -0.029, 3.531], [-0.197, -9.304, 5.350], [-0.025, 9.243, -4.442], [1.019, -6.323, 7.216], [1.856, -7.472, 5.766], [-1.803, -8.556, 5.099], [-1.531, 2.629, -0.271], [-1.577, -7.537, -0.457], [-2.466, 0.030, 1.194], [-0.958, 1.146, 1.375], [-1.577, -8.567, -0.826], [-0.418, -7.414, 6.191], [-0.887, -3.673, 6.074], [2.317, 2.878, -0.639], [4.396, 5.065, -6.969], [2.024, 4.574, -7.752], [-1.826, 0.633, 2.001], [-0.727, -8.368, 5.146], [5.350, 5.127, -6.439], [1.767, 6.472, -3.652], [4.808, 3.825, -4.732], [-0.380, -7.970, 4.187], [1.320, 9.363, -2.036], [1.370, 7.599, -1.787], [4.564, 4.642, -7.964], [0.394, 3.232, -1.406], [0.212, 4.174, -3.281], [-3.469, -8.000, 1.101], [1.617, 3.095, -3.081], [1.389, 4.377, -6.091], [1.269, 2.725, -0.369], [0.651, 9.672, -5.188], [1.185, 6.963, -5.535], [-3.441, -8.836, 1.807], [0.692, 8.247, -3.673], [3.780, 3.609, -5.066], [-1.393, -7.064, 1.965], [3.035, 2.888, -4.413], [1.591, 4.691, -2.277], [3.972, 6.069, -7.064], [-0.970, 3.126, -1.240], [-0.465, -2.141, 1.754], [-0.554, -7.150, -0.474], [3.456, 4.225, -6.256], [1.244, 7.168, -4.328], [-1.140, -0.470, 3.014], [-2.477, 1.402, 2.610]]
}